No. 1
{
  "formula": "C14H7CrN2O5",
  "method": "the ωB97M-V functional and the def2-TZVPD basis",
  "elements": ["Cr", "O", "C", "C", "C", "N", "C", "C", "C", "O", "O", "C", "O", "O", "H", "H", "H", "N", "C", "C", "C", "C", "C", "C", "C", "H", "H", "H", "H"],
  "coordinates": [[0.982386, -0.936240, 0.450960], [2.553166, 4.739234, -0.954001], [2.356655, 3.454838, -0.553995], [1.939092, 3.148066, 0.739153], [1.757841, 1.817767, 1.057415], [2.004877, 0.866225, 0.165872], [2.345970, 1.145527, -1.090327], [2.552541, 2.446298, -1.497091], [2.358502, -0.094828, -1.988201], [2.835556, -0.004061, -3.108992], [1.831154, -1.130024, -1.438929], [1.174600, 1.277900, 2.361133], [1.069910, 2.039195, 3.313024], [0.838203, 0.042686, 2.293292], [2.366289, 5.327654, -0.215794], [1.732052, 3.908581, 1.481947], [2.831501, 2.670633, -2.516076], [-6.046878, -3.517310, -0.206686], [-4.947198, -3.193671, -0.095408], [-3.584679, -2.791396, 0.042833], [-2.907633, -3.008725, 1.244447], [-1.587196, -2.608440, 1.368383], [-0.882899, -1.992048, 0.325467], [-1.596206, -1.800177, -0.868860], [-2.919029, -2.181186, -1.021477], [-3.424340, -3.482055, 2.070435], [-1.095522, -2.778596, 2.320759], [-1.097521, -1.351200, -1.723487], [-3.441181, -2.014641, -1.955803]],
  "atomic_forces_ev_per_a": [[-0.036, 0.403, -0.050], [0.011, -0.070, -0.028], [0.012, -0.009, -0.019], [0.053, -0.011, 0.039], [0.117, -0.048, -0.162], [-0.326, -0.183, -0.096], [-0.002, -0.002, 0.167], [0.063, 0.037, 0.019], [0.119, -0.105, -0.159], [-0.036, 0.057, 0.053], [-0.252, 0.041, 0.215], [-0.013, 0.013, 0.256], [0.007, -0.023, -0.084], [-0.096, -0.189, -0.220], [-0.009, 0.031, 0.028], [-0.007, -0.006, 0.013], [-0.003, -0.015, -0.014], [0.014, -0.002, 0.001], [-0.309, -0.076, -0.034], [0.299, 0.084, 0.028], [0.005, -0.008, -0.048], [-0.046, -0.033, 0.028], [0.518, 0.243, 0.047], [0.009, -0.123, -0.047], [-0.045, -0.051, 0.039], [-0.022, -0.007, -0.005], [-0.003, 0.038, 0.009], [0.004, 0.022, 0.021], [-0.025, -0.009, 0.003]],
  "nbo_charge": [1.26, -0.66, 0.35, -0.31, 0.14, -0.53, 0.13, -0.28, 0.75, -0.65, -0.78, 0.75, -0.66, -0.77, 0.48, 0.24, 0.25, -0.38, 0.31, -0.24, -0.17, -0.24, -0.39, -0.26, -0.16, 0.21, 0.20, 0.21, 0.21],
  "homo_lumo_gap_ev": [7.790, 8.577],
  "s2": 6.018,
  "spin_multiplicity": 5,
  "total_charge": -1
}

---

No. 2
{
  "formula": "C9H14",
  "method": "the ωB97M-V functional and the def2-TZVPD basis",
  "elements": ["C", "C", "C", "C", "C", "C", "C", "H", "H", "H", "H", "H", "H", "H", "H", "C", "C", "H", "H", "H", "H", "H", "H"],
  "coordinates": [[-0.938938, 0.307042, 1.351803], [2.972819, 1.760419, 0.780443], [2.797517, 0.343532, 0.800855], [1.941408, 2.531542, 1.225337], [1.499561, -0.202964, 1.148264], [0.658938, 2.142689, 1.618563], [0.429684, 0.797294, 1.489036], [3.957868, 2.210646, 0.626758], [3.602038, -0.340077, 0.686890], [2.182405, 3.659415, 1.412938], [1.306182, -1.258250, 1.195143], [-0.123613, 2.904648, 1.702954], [-1.636951, 0.669014, 1.962800], [-1.190607, -0.776053, 1.373325], [-1.187060, 0.493445, 0.275427], [-1.821849, -1.992484, -1.459987], [-2.212589, -1.771016, -2.907854], [-1.665572, -1.067596, -0.881860], [-2.434977, -2.575658, -0.834190], [-0.977990, -2.617707, -1.467634], [-1.707668, -2.427046, -3.760426], [-2.237952, -0.613707, -3.112980], [-3.212658, -2.177139, -3.225598]],
  "atomic_forces_ev_per_a": [[0.345, -2.835, -3.431], [0.336, -1.884, 0.675], [-2.992, 0.053, 1.078], [0.493, 4.233, 1.207], [1.001, 4.607, 0.209], [1.086, -0.518, -1.355], [1.673, -3.140, -0.778], [-0.430, -0.258, -0.184], [0.672, -0.329, -0.475], [-0.422, -1.991, -0.729], [-0.135, -0.162, -0.097], [0.235, -0.552, 0.425], [-2.724, 2.262, 2.352], [1.157, 0.212, 0.349], [-0.266, 0.410, 0.874], [0.296, 0.615, -0.228], [-1.444, 0.370, -2.770], [0.275, -0.411, -0.648], [-1.716, -0.668, 0.348], [1.840, -0.268, 0.262], [0.251, 1.858, 2.032], [0.280, -2.442, -0.208], [0.189, 0.839, 1.092]],
  "nbo_charge": [-0.64, -0.26, -0.18, -0.17, -0.23, -0.26, 0.02, 0.22, 0.21, 0.20, 0.22, 0.22, 0.21, 0.22, 0.22, -0.63, -0.64, 0.21, 0.21, 0.21, 0.22, 0.21, 0.21],
  "homo_lumo_gap_ev": 9.811,
  "e_above_lowest_ev": 2.355
}

---

No. 3
{
  "formula": "C5H4ClO2",
  "method": "the ωB97M-V functional and the def2-TZVPD basis",
  "elements": ["C", "C", "C", "C", "C", "O", "O", "Cl", "H", "H", "H", "H"],
  "coordinates": [[-0.137355, 0.912440, 0.810437], [-1.190624, 1.065960, -0.042601], [2.184766, -0.540062, -0.263003], [0.137517, -0.449042, 0.389102], [-1.058350, -0.437617, -0.570344], [2.808617, 0.113397, 0.541459], [2.233823, -0.959773, -1.393159], [-2.583066, -1.384567, -0.439491], [0.363538, 1.576951, 1.589120], [-1.887137, 1.861924, -0.243922], [0.050763, -1.252072, 1.284411], [-0.922496, -0.507536, -1.662006]],
  "atomic_forces_ev_per_a": [[-0.968, 1.234, 0.022], [0.537, -1.109, 0.487], [-1.901, 1.555, -0.394], [2.223, -3.895, 2.311], [-0.182, 3.148, -0.744], [0.006, -0.736, 0.242], [0.152, -0.587, 0.379], [-0.034, -0.391, 0.730], [-0.675, -0.954, -1.370], [-0.126, 0.164, -0.243], [0.266, 1.547, -2.029], [0.704, 0.024, 0.609]],
  "nbo_charge": [-0.17, -0.31, 0.93, -0.49, -0.22, -0.70, -0.69, -0.14, 0.21, 0.18, 0.18, 0.21],
  "homo_lumo_gap_ev": 6.615,
  "total_charge": -1,
  "e_above_lowest_ev": 1.446
}

---

No. 4
{
  "formula": "C33H66O8",
  "method": "the ωB97M-V functional and the def2-TZVPD basis",
  "elements": ["C", "O", "C", "C", "C", "C", "C", "C", "C", "C", "C", "C", "C", "C", "O", "C", "O", "C", "C", "C", "O", "H", "H", "H", "H", "H", "H", "H", "H", "H", "H", "H", "H", "H", "H", "H", "H", "H", "H", "H", "H", "H", "H", "H", "H", "H", "H", "C", "C", "O", "C", "C", "H", "H", "H", "H", "H", "H", "H", "H", "H", "H", "C", "C", "O", "C", "C", "H", "H", "H", "H", "H", "H", "H", "H", "H", "H", "C", "C", "O", "C", "C", "H", "H", "H", "H", "H", "H", "H", "H", "H", "H", "C", "C", "O", "C", "C", "H", "H", "H", "H", "H", "H", "H", "H", "H", "H"],
  "coordinates": [[4.434746, -2.305598, 2.151300], [4.800238, -0.925603, 1.996455], [5.503634, -0.701976, 0.748670], [5.532678, 0.877118, 0.417283], [6.252298, 1.686693, 1.596207], [5.436320, 2.950949, 2.136412], [4.149556, 2.594330, 3.006501], [2.913098, 2.008933, 2.179915], [1.510283, 2.540466, 2.813760], [0.660158, 3.243347, 1.629317], [-0.315380, 2.218652, 0.870200], [-1.846174, 2.470693, 1.347631], [-2.717435, 1.148027, 1.404106], [-2.283482, 0.017592, 2.108916], [-1.090598, -0.094889, 2.862887], [-3.235614, -1.264160, 2.054484], [-2.696992, -2.374590, 1.928747], [-4.788401, -0.982326, 2.117058], [-5.235893, 0.161627, 1.408449], [-4.134104, 1.056048, 0.656490], [-4.395139, 1.650657, -0.396905], [3.892447, -2.745792, 1.251798], [3.755029, -2.429380, 3.060441], [5.377534, -2.929437, 2.369938], [4.915549, -1.253381, -0.062910], [6.561774, -1.138961, 0.759300], [4.514668, 1.277918, 0.116558], [6.188833, 0.960389, -0.523141], [6.584004, 0.976753, 2.435803], [7.234359, 2.091757, 1.157231], [5.224667, 3.695747, 1.287128], [6.154459, 3.510023, 2.841768], [3.792626, 3.582468, 3.474905], [4.371837, 1.904082, 3.882685], [2.875973, 0.864384, 2.251488], [2.922623, 2.320245, 1.078665], [1.673376, 3.346281, 3.596363], [0.928919, 1.698038, 3.312937], [1.337286, 3.735521, 0.860822], [0.053935, 4.066943, 2.130418], [0.007480, 1.137251, 0.969821], [-0.258997, 2.472320, -0.248917], [-1.899124, 3.091397, 2.309749], [-2.300259, 3.135684, 0.528658], [-1.368093, -0.000220, 3.801553], [-5.485029, -1.650727, 2.702543], [-6.342858, 0.424558, 1.381947], [2.962424, 3.381494, -4.129840], [2.513558, 3.430203, -2.679944], [3.194328, 4.407904, -1.903771], [3.060633, 5.755816, -2.330929], [1.623710, 6.248486, -2.343968], [4.037985, 3.188674, -4.191086], [2.431266, 2.589980, -4.665036], [2.770424, 4.322399, -4.648847], [2.722886, 2.463174, -2.216006], [1.430954, 3.577886, -2.608352], [3.532078, 5.890055, -3.310219], [3.636124, 6.363087, -1.627036], [1.002349, 5.679806, -3.038364], [1.585220, 7.298553, -2.642612], [1.177593, 6.150633, -1.350521], [1.000117, -1.667545, -3.805899], [0.360914, -0.463911, -4.477235], [1.266533, 0.293239, -5.269074], [1.885984, -0.391418, -6.348847], [0.899436, -0.940616, -7.364962], [1.838502, -1.353796, -3.176402], [0.268924, -2.189637, -3.183750], [1.388797, -2.381843, -4.533757], [-0.014718, 0.211145, -3.704597], [-0.506857, -0.761733, -5.074865], [2.541009, -1.182264, -5.968399], [2.536281, 0.334445, -6.844635], [0.226577, -1.679006, -6.924455], [1.431505, -1.421476, -8.188904], [0.280998, -0.135449, -7.770325], [-5.438328, -3.166300, 7.175970], [-5.273043, -1.998665, 6.218111], [-6.488432, -1.595277, 5.599808], [-7.524562, -1.160871, 6.470292], [-7.141219, 0.039517, 7.318386], [-5.870933, -4.027222, 6.657657], [-4.470918, -3.456294, 7.593134], [-6.100157, -2.920622, 8.008084], [-4.598275, -2.298076, 5.412240], [-4.799932, -1.145582, 6.715075], [-7.865463, -1.992483, 7.095755], [-8.370568, -0.888043, 5.833967], [-6.302237, -0.179067, 7.981701], [-7.985206, 0.351761, 7.937373], [-6.845120, 0.877613, 6.681953], [-1.832656, -7.277120, -3.587760], [-1.285171, -6.063479, -2.855391], [-0.602429, -5.149172, -3.701953], [-1.363534, -4.578685, -4.756877], [-2.568160, -3.788027, -4.275706], [-1.026204, -7.809563, -4.101000], [-2.313985, -7.960964, -2.884309], [-2.571465, -6.999790, -4.341602], [-0.558624, -6.399220, -2.112092], [-2.076505, -5.548269, -2.301827], [-1.660474, -5.354143, -5.471039], [-0.692082, -3.904740, -5.296468], [-3.279288, -4.414575, -3.734217], [-3.092641, -3.341723, -5.123752], [-2.254740, -2.989058, -3.598310]],
  "atomic_forces_ev_per_a": [[0.366, -0.792, 0.750], [0.120, -0.765, -0.878], [-0.735, 0.613, -0.725], [0.973, -1.076, -0.143], [0.422, 0.527, -0.569], [0.829, -0.351, 0.917], [-0.485, 0.753, -0.534], [-0.892, -0.257, 0.964], [0.228, 0.544, -1.165], [-0.316, -0.637, 0.685], [-0.177, 0.985, -0.283], [-0.263, -0.157, -1.381], [0.876, -1.016, 1.071], [-2.101, 1.125, -0.889], [-1.912, 0.417, -0.473], [1.303, -0.901, -0.109], [-1.917, 2.544, 0.621], [0.013, 2.532, -1.637], [1.525, -2.096, 1.347], [-0.437, 0.231, -0.342], [0.800, -1.352, 2.858], [0.694, 0.699, 0.905], [0.893, 0.480, -1.233], [-1.278, 0.711, -0.468], [0.831, 0.714, 0.797], [-1.265, 0.611, 0.226], [1.213, -0.621, 0.696], [-0.980, -0.096, 1.261], [-0.841, 1.073, -1.062], [-1.344, -0.509, 0.668], [-0.024, -1.281, 1.129], [-0.979, -0.737, -0.981], [0.542, -1.345, -0.656], [0.029, 0.769, -1.202], [0.402, 1.647, -0.374], [0.201, -0.408, 1.596], [0.103, -1.049, -0.824], [0.614, 1.072, -0.808], [-0.609, -0.585, 1.146], [0.522, -0.932, -0.904], [-0.366, 1.369, 0.158], [-0.227, -0.496, 1.555], [0.085, -1.262, -1.141], [0.433, -0.926, 1.300], [0.368, -0.198, -0.760], [0.995, 0.697, -0.891], [1.749, -0.237, -0.243], [0.064, 0.057, -0.132], [0.019, 0.005, -0.144], [0.108, -0.043, 0.243], [-0.062, -0.013, -0.025], [-0.128, -0.075, 0.005], [-0.102, -0.021, 0.040], [0.035, 0.009, 0.093], [-0.073, -0.024, -0.004], [0.081, 0.157, 0.147], [-0.037, 0.030, -0.076], [-0.077, 0.008, -0.053], [0.022, -0.233, 0.030], [0.041, 0.078, -0.048], [0.020, -0.051, 0.031], [0.057, 0.035, -0.045], [0.111, -0.024, -0.029], [0.060, -0.130, 0.074], [0.049, 0.245, 0.009], [-0.043, -0.061, -0.010], [-0.143, -0.009, 0.002], [-0.113, -0.004, -0.025], [0.065, 0.024, -0.038], [-0.090, -0.059, 0.030], [0.112, 0.129, -0.156], [-0.004, -0.077, -0.023], [-0.052, -0.070, -0.023], [-0.097, 0.077, 0.199], [0.079, -0.051, -0.031], [-0.012, 0.041, 0.049], [0.075, -0.037, 0.011], [-0.122, -0.073, 0.039], [-0.053, -0.058, 0.086], [0.040, -0.001, -0.261], [0.003, 0.047, 0.077], [0.140, 0.056, 0.016], [0.092, 0.082, 0.024], [-0.058, 0.019, -0.063], [0.087, 0.028, 0.035], [-0.181, 0.077, -0.099], [-0.016, -0.004, 0.090], [0.038, 0.026, 0.068], [0.186, -0.107, -0.112], [-0.089, -0.020, 0.053], [0.034, -0.024, -0.054], [-0.064, -0.052, 0.027], [0.008, -0.027, -0.156], [-0.071, -0.062, -0.042], [0.213, 0.076, -0.004], [-0.087, -0.003, 0.059], [-0.056, 0.008, 0.109], [-0.062, 0.037, 0.095], [0.061, 0.053, -0.030], [-0.058, -0.017, 0.074], [0.089, 0.179, -0.124], [-0.069, -0.024, -0.031], [-0.084, 0.001, 0.011], [0.120, -0.126, 0.166], [-0.023, 0.008, -0.093], [0.047, -0.015, 0.036], [-0.006, -0.030, -0.071]],
  "mulliken_charge": [-0.76, -0.17, -0.69, 0.02, -0.71, -0.64, -0.58, 0.41, -0.46, -0.69, -0.33, -0.70, 0.22, 0.41, -0.44, 0.34, -0.56, -0.23, -0.50, 0.10, -0.53, 0.31, 0.22, 0.27, 0.33, 0.30, -0.14, 0.38, 0.32, 0.32, 0.15, 0.34, 0.39, 0.19, 0.09, -0.36, 0.40, 0.11, 0.10, 0.49, 0.38, 0.14, 0.39, 0.24, 0.36, 0.36, 0.36, -1.03, -0.04, -0.41, -0.32, -1.06, 0.33, 0.12, 0.31, 0.29, 0.20, 0.31, 0.37, 0.28, 0.41, 0.24, -0.97, -0.35, -0.35, -0.31, -0.90, 0.32, 0.33, 0.23, 0.36, 0.25, 0.31, 0.34, 0.05, 0.39, 0.31, -1.15, -0.17, -0.41, -0.34, -1.03, 0.31, 0.39, 0.28, 0.26, 0.30, 0.31, 0.32, 0.26, 0.39, 0.28, -1.01, -0.32, -0.41, -0.09, -1.05, 0.28, 0.38, 0.26, 0.33, 0.29, 0.35, 0.03, 0.36, 0.38, 0.20],
  "homo_lumo_gap_ev": 8.669
}